(1)
6 unconnected molecules or ions with the total composition C6H21NO5 at a distorted geometry, computed with ωB97M-V/def2-TZVPD.

SMILES: C/C=C/C/C=C/N.O.O.O.O.O
Energy relative to the best compared isomer or geometry (same formula, charge and spin): 105.2 kcal per mole

Structure (ORCA input):
```
! RIJCOSX wB97M-V def2-TZVPD def2/J DEFGRID3
* xyz 0 1
H -1.7258 -1.5890 4.3807
H -0.0425 -1.2689 3.9035
H -2.3295 -1.1776 1.9334
O 1.9224 -0.3839 -3.1170
H -0.2605 -2.6582 -0.5625
H -1.0452 0.0577 3.9088
C -0.6013 -2.0492 1.3815
H 0.3921 -2.4456 1.4067
H 1.1499 -0.8481 -3.5890
C -1.1025 -1.0398 3.6574
H 2.3752 0.4087 1.3581
H 0.3702 2.1335 2.6576
H 1.3864 -0.5874 0.5207
H 3.5048 2.6093 0.0218
H 1.2776 3.3468 -0.2567
H -2.7234 0.5591 -2.6794
O 0.5169 3.6819 0.2222
H -1.9105 -0.2224 -0.4694
H 1.7700 -0.1275 -2.1630
H 0.6931 2.1895 1.2339
O 2.9710 2.8847 -0.7003
O 2.2538 -0.3746 0.6425
N -2.7243 -0.3532 -2.9171
H -2.1124 -2.2739 -2.7834
O 0.7714 1.5382 1.9646
C -1.6781 -1.1689 -0.9117
H -2.9817 -0.7705 -3.7201
C -2.0217 -1.3588 -2.1992
H 2.9091 2.1004 -1.2079
C -1.1050 -2.3813 -0.0411
H -1.8246 -3.1810 -0.0465
H -0.1234 3.9898 -0.4115
C -1.3518 -1.4257 2.2611
*
```

(2)
A molecular structure, C6H22N8O6Tl at a distorted geometry, computed with ωB97M-V/def2-TZVPD.

Energy relative to the best compared isomer or geometry (same formula, charge and spin): 71.4 kcal per mole

Structure (ORCA input):
```
! RIJCOSX wB97M-V def2-TZVPD def2/J DEFGRID3
* xyz 3 1
O -0.7716 2.0565 0.9942
H -1.2906 0.5673 -3.4442
O -0.3000 -2.0744 3.2524
H -2.5676 -0.6065 0.5005
N 1.6735 -4.7865 0.0261
N 0.6485 -3.3849 -1.3300
H 3.7791 3.6685 -1.9471
N -1.2838 0.2016 -2.5027
N 3.5730 3.1582 -1.1003
H -2.0572 -3.1309 3.6681
O 2.0815 1.7412 -0.2632
C 1.1839 -3.6157 -0.1698
C 2.4172 2.5207 -1.1490
C -0.1143 -0.1438 -2.1165
H -1.6769 3.5896 -0.5818
C -1.2012 3.1047 1.2726
H -2.1215 0.0747 -1.9529
N -1.7602 3.8905 0.3788
C -2.4797 -1.7487 2.1073
N 0.7384 -0.0792 -3.0924
O 0.1526 -0.5218 -0.9664
H -2.7068 -1.0104 2.8763
H 0.9072 -3.8776 -2.1728
H -1.2315 -3.4958 2.1434
N 1.6501 2.9734 -2.1583
H 0.5157 0.3436 -3.9822
O 1.1677 -2.7403 0.6945
H -0.6784 3.1889 3.2456
Tl 1.1340 -0.1087 1.7630
H 4.2010 2.6812 -0.4692
H 0.6514 2.8325 -2.1057
H 1.6801 -0.0906 -2.7276
H 0.0074 -2.6108 -1.4292
H -0.0511 -2.6709 3.9623
H -1.8523 4.8493 0.6825
N -1.2594 3.5230 2.4900
O -1.8648 -1.0032 1.0203
C -1.5320 -2.6945 2.8185
H 2.0276 -4.9796 0.9521
H 1.6542 -5.4245 -0.7566
H -3.3912 -2.2434 1.7719
H -1.7451 4.4073 2.5375
H 2.0933 3.6701 -2.7399
*
```

(3)
5 unconnected molecules or ions with the total composition C6H22NO5 at a distorted geometry, computed with ωB97M-V/def2-TZVPD.

Energy relative to the best compared isomer or geometry (same formula, charge and spin): 13.4 kcal per mole

Structure (ORCA input):
```
! RIJCOSX wB97M-V def2-TZVPD def2/J DEFGRID3
* xyz -1 1
H 1.9894 1.4456 1.9114
H 2.4849 -0.0132 1.1940
H -1.8815 1.4930 -1.7301
H -0.8693 1.0915 0.6679
H -2.4250 -2.4122 -0.9179
H 0.1796 -1.4980 -0.5557
H 2.9198 -1.1544 -2.0263
H -1.6144 -2.6002 0.3203
O 3.4548 -1.9432 -1.8914
H -1.4903 3.3534 0.1881
H -0.0749 -2.0856 2.3982
H -0.6170 0.1891 -1.7738
H 2.8642 -2.4537 -1.3381
H 1.7733 1.9531 -0.2709
O -0.5791 -1.3067 0.5725
H 0.0572 3.7421 -0.5773
H 1.2620 -1.9928 1.3027
C -0.4211 3.0871 0.1379
H -0.1983 0.2849 2.0595
N 0.6922 -0.1557 2.2045
H 1.3447 0.4386 -0.8290
C 1.6054 0.5959 1.3467
O -3.3206 0.2177 0.7394
O 0.7221 -1.6175 -1.4855
H 0.0938 3.2354 1.0774
C -0.3444 1.5807 -0.1294
H -0.2336 1.7379 -2.2950
C -0.8318 1.2411 -1.5196
C 1.1382 1.1355 -0.0099
H -3.6945 -0.6581 0.6420
O -2.3239 -3.0689 -0.2157
H 0.4235 -2.4463 -1.8526
H -2.4312 0.0326 1.0460
C 0.3455 -1.4485 1.6097
*
```

(4)
6 unconnected molecules or ions with the total composition C6H22O6 at a distorted geometry, computed with ωB97M-V/def2-TZVPD.

SMILES: CC[C@H](C)CC=O.O.O.O.O.O
Energy relative to the best compared isomer or geometry (same formula, charge and spin): 62.2 kcal per mole

Structure (ORCA input):
```
! RIJCOSX wB97M-V def2-TZVPD def2/J DEFGRID3
* xyz 0 1
H 4.2873 -0.6264 -0.1087
O 3.8745 -1.2870 0.4320
C -1.0505 -1.4168 -0.7095
H -0.9619 -1.4674 2.4219
H -1.7957 2.1106 2.8725
H -1.8185 1.6172 -2.8716
O -3.5845 0.4259 -2.3301
H -0.1485 0.5032 -0.9609
H 3.1548 0.8907 2.0213
C -1.5905 2.5744 1.9802
H -3.0099 -0.0137 -1.8868
H -1.0544 -0.0157 3.3190
O -0.6098 -2.3177 -1.3360
H 0.7582 -0.7646 0.1394
H 0.5177 -0.5155 2.5014
H -2.1282 -1.2969 -0.3629
O 2.4806 -1.9133 -1.7634
H 0.4048 1.8439 1.8648
C -0.1622 -0.2601 -0.2050
H 3.1884 -1.5698 -0.2164
H 1.6736 -2.3271 -1.6762
O -1.2630 2.1256 -2.3392
H -0.7491 2.6129 -3.0506
H 2.9652 -2.5239 -2.2851
H -3.8511 1.2266 -1.8670
C -0.8618 0.2942 1.0494
C -0.5876 -0.4610 2.3429
O 2.8005 0.0726 2.2808
C -0.4547 1.8104 1.2603
H -0.2165 2.2687 0.2437
H -2.0393 0.2197 0.8951
H -2.4363 2.5875 1.2416
H 3.1814 -0.5239 1.6908
H -1.2634 3.6688 2.2126
*
```

(5)
4 unconnected molecules or ions with the total composition C6H23N2O3 at a distorted geometry, computed with ωB97M-V/def2-TZVPD.

Energy relative to the best compared isomer or geometry (same formula, charge and spin): 34.6 kcal per mole

Structure (ORCA input):
```
! RIJCOSX wB97M-V def2-TZVPD def2/J DEFGRID3
* xyz 1 1
H 0.5813 1.9288 3.4472
H -0.6546 -1.2889 1.1162
O 0.0854 0.9648 -3.5158
H 0.4424 -4.4280 0.2757
H -4.4600 0.8133 0.7966
H -0.6213 1.2554 -2.9500
H -0.1738 0.4031 3.1835
C 0.8125 -2.5499 -0.5503
H -4.3450 -0.7454 0.2501
C -0.8712 0.6672 0.5066
H -0.9867 -3.2336 0.5390
H -0.8010 -4.0358 -0.9342
H 4.0611 1.5210 -1.2094
H 1.1132 -0.5782 -1.0022
H -0.2252 0.7661 -4.4013
N -0.1426 -0.6092 0.5617
H -1.1777 1.6984 3.2472
H 1.9200 2.0546 1.7220
C -0.1987 1.4508 2.8660
C 0.2426 -1.1610 -0.7480
H 1.7144 0.4056 1.2173
C -0.2103 -3.6517 -0.1059
H -0.5560 -1.0970 -1.4849
H 1.6912 1.6424 0.1548
H 1.1931 -3.0038 -1.4656
N 1.4547 1.3824 1.1241
H -0.8709 1.0675 -0.5078
O -3.9418 0.0443 0.6036
H -0.0865 2.6428 0.9889
H -1.8807 0.7007 0.9118
O 3.1083 1.4186 -1.2364
H 1.6177 -2.4919 0.1724
C -0.0455 1.6413 1.3856
H 2.7891 0.9063 -1.9844
*
```

(6)
7 unconnected molecules or ions with the total composition C6H23N2O6 at a distorted geometry, computed with ωB97M-V/def2-TZVPD.

Energy relative to the best compared isomer or geometry (same formula, charge and spin): 85.1 kcal per mole

Structure (ORCA input):
```
! RIJCOSX wB97M-V def2-TZVPD def2/J DEFGRID3
* xyz 1 1
O -3.3520 1.8834 1.7505
N -0.1661 -1.0505 -1.3148
C -0.1348 0.4059 0.4410
H -3.1252 1.9344 2.6226
H -1.4923 -1.3682 0.3199
H -0.2899 -2.0158 -1.7114
H -0.6280 -3.8784 0.4003
O 3.5625 -1.2009 -1.1883
C 1.3072 1.3422 2.4641
H -2.6097 -1.4644 -1.9898
H 0.7250 -3.1126 -0.0392
H 3.1100 2.2797 -2.2496
O -0.1158 -3.5128 -0.3506
H 1.9324 2.7053 1.0458
H 4.1614 -1.9109 -1.1270
H -4.1823 1.4965 1.6940
C -0.1047 0.8435 1.9213
C 0.8962 -0.2584 -1.4592
H 3.9345 -0.4799 -1.7052
O 2.3033 2.1925 -2.6694
H -3.0247 -2.8854 -1.8057
H -0.3124 -0.0714 2.6067
H -1.0225 1.3583 2.2119
O -2.2138 -2.3545 -1.9683
H 2.3973 3.2649 2.4556
H 2.0785 0.5668 2.1545
H 0.7194 3.4320 2.1151
H 2.1670 3.0616 -3.1786
H 1.6461 -0.0778 -2.3531
C 1.5791 2.8367 2.0601
H -3.0137 0.2597 0.9930
H 1.7956 1.2680 -0.1249
H -4.1174 -0.7607 1.1027
N 0.9480 0.6486 -0.4550
H 1.1537 1.3957 3.5043
O -3.2150 -0.6545 1.1050
C -0.7479 -0.6715 -0.0911
*
```

(7)
5 unconnected molecules or ions with the total composition C6H23NO4 at a distorted geometry, computed with ωB97M-V/def2-TZVPD.

SMILES: CCCC[C@H](C)N.O.O.O.O
Energy relative to the best compared isomer or geometry (same formula, charge and spin): 28.7 kcal per mole

Structure (ORCA input):
```
! RIJCOSX wB97M-V def2-TZVPD def2/J DEFGRID3
* xyz 0 1
C 0.9690 2.2753 0.8149
C 0.8612 0.2741 2.4199
H -3.0131 1.5602 -1.7669
C -0.6022 -1.0791 0.8256
H -2.6845 -1.6874 0.9594
H 0.2076 1.7787 -1.8698
C 1.7549 1.1469 1.5201
H 0.3112 -1.8230 2.5468
H 1.5706 -2.6456 -1.3671
H 0.0689 1.8805 0.3388
H -1.7773 -1.7959 2.4813
H 1.5612 2.6521 -0.0283
H 1.2930 0.2093 3.4282
H -0.3360 -3.0482 0.2371
O 2.3510 -2.3090 -1.8158
O -0.3791 2.4530 -2.2284
N -0.3705 -2.1292 -0.1817
H -0.5337 -0.1880 0.1945
O -3.1613 1.0437 -2.5666
H 0.0082 0.8591 2.7836
C 0.6034 -1.0873 1.7887
H 1.4844 -1.4436 1.2624
H -2.2940 1.1450 -2.9830
H -0.5982 3.1303 -1.5809
H 2.2586 0.6301 0.7201
H -1.1260 -2.1385 -0.8545
C -1.9148 -1.2066 1.5676
H -2.4105 -0.2979 1.9215
O 0.4078 -0.3446 -3.1985
H 2.4622 1.6527 2.1522
H 2.0164 -1.3974 -1.7800
H -0.5448 -0.4643 -3.2170
H 0.7282 3.1273 1.4518
H 0.8280 -0.7327 -3.9760
*
```

(8)
5 unconnected molecules or ions with the total composition C6H23NO6 at a distorted geometry, computed with ωB97M-V/def2-TZVPD.

SMILES: COCCNCCOC.O.O.O.O
Energy relative to the best compared isomer or geometry (same formula, charge and spin): 66.2 kcal per mole

Structure (ORCA input):
```
! RIJCOSX wB97M-V def2-TZVPD def2/J DEFGRID3
* xyz 0 1
H -10.5777 -8.1267 5.7095
H -8.8469 -8.1209 5.5917
O -4.4402 -7.2128 15.6523
H -1.2079 -6.7617 14.4955
H -3.6019 -6.8219 15.4419
H -3.1834 -5.0915 7.1651
H -1.9107 -6.0281 7.9926
H -4.8993 -5.7204 9.8529
H -10.0011 -6.5747 8.6820
C -9.7031 -7.4667 5.5462
H -7.4749 -6.0186 8.2455
H -5.2000 -5.5513 8.2097
C -5.9835 -7.4061 8.8749
C -4.8907 -6.2757 8.9045
H -7.4666 -7.0225 10.5708
H -7.8125 -6.7711 12.1202
H -4.8015 -6.8322 14.0845
N -7.3959 -6.8447 8.7983
H -5.8365 -8.0290 7.9936
O -7.2373 -7.2376 11.5170
O -3.6595 -6.7297 8.4527
H -2.4638 -5.8822 14.0541
O -4.3862 -6.4550 13.2721
H -4.8089 -6.7796 12.4237
H -5.8791 -8.0637 9.7079
O -9.5750 -6.5746 6.6845
H -8.5228 -8.5837 9.1248
C -8.3586 -7.8694 8.3525
H -10.3661 -8.1042 7.7769
H -4.2772 -8.1373 15.8686
O -1.9195 -6.1892 14.8055
H -2.9340 -4.8937 8.9365
C -2.8650 -5.6206 8.0666
H -7.9464 -8.4342 7.5241
C -9.6356 -7.3039 7.9257
H -9.7689 -6.8923 4.6334
*
```

no.,E_HOMO (eV),electronic energy (a.u.),M (g mol⁻¹)
1,-7.969,-672.0526,187.24
2,-18.723,-1302.6798,506.68
3,-5.129,-672.8010,188.24
4,-9.909,-693.1765,190.24
5,-12.718,-577.3836,171.26
6,-12.512,-803.0672,219.26
7,-9.806,-598.0909,173.25
8,-9.506,-748.5266,205.25